The following is a quantum chemistry calculation of a cluster of 5 separate species, C30H73N3 in total at a distorted geometry, from the Open Molecules 2025 dataset.

Gap between HOMO and LUMO: 8.68 eV
Calculated total energy: -1350.51325 Ha
Max |F|: 11.98 eV/Å
SMILES string: CCN(CC)CC.CCN(CC)CC.CCN(CC)CC.CCCCCC.CCCCCC
Total charge: 0

Geometry as XYZ:
```
106
Properties=species:S:1:pos:R:3:mulliken_charge:R:1
N -1.2249 1.0364 -3.9644 0.138
N -4.0299 3.5334 0.5806 0.084
N 0.1791 -2.0236 2.6556 1.004
C -2.2549 3.8824 2.3686 -0.471
C -1.1669 0.5104 -2.5614 0.183
C 2.4761 -4.3546 0.0466 0.692
C -1.4279 2.4934 -4.0134 0.613
C -1.9959 0.2094 -4.9304 -1.356
C 0.8161 -6.0556 -1.1964 -0.583
C -1.6559 -1.5246 0.9936 -2.588
C 5.0791 1.0584 1.5936 -0.194
C -3.6219 4.0434 2.0106 -0.689
C 3.9721 0.3244 -0.4514 -0.356
C 2.2501 -5.6186 -0.9194 -1.451
C 3.9361 -4.1106 0.3256 -1.538
C 0.0711 0.8514 -1.8354 -0.680
C 0.4031 -0.7576 3.3546 -1.598
C -3.4659 0.1244 -4.6894 -1.249
C -0.2849 -2.1346 1.1946 0.025
C 0.4731 -3.9536 4.2066 -0.849
C -1.2109 3.1044 -5.3554 -2.019
C 4.3271 2.9604 3.3666 -0.301
C 5.2571 0.7634 0.0846 -1.153
C 3.9971 4.3374 3.4246 -1.476
C 1.5221 0.0414 2.5786 -0.422
C -0.5279 -2.8776 3.6086 -0.809
C -3.1619 4.1044 -0.4614 -1.020
C 4.5981 2.4824 1.8646 -0.713
C -3.9809 4.3304 -1.7774 -1.143
C -1.4819 -5.3206 -2.1014 -1.364
C -5.4319 1.4894 0.9826 -1.130
C -4.0269 2.0024 0.5596 0.213
C -0.0929 -4.9426 -1.8134 0.480
H -2.0379 -5.3326 -1.1804 0.356
H -3.6999 5.1734 1.9046 0.363
H -1.8759 0.4874 -5.7714 0.894
H 0.3961 -1.4616 0.4056 -0.486
H 5.2051 2.6334 3.8326 0.449
H -0.2489 -3.1556 0.8776 0.590
H 4.0331 -3.0586 0.8016 0.174
H 0.2911 0.2994 -0.8684 -0.359
H -1.3329 -0.5896 -2.4944 0.464
H 4.1621 0.4074 -1.5234 0.392
H 0.2311 -4.5006 5.0596 0.432
H -2.4359 3.5194 -0.6414 0.658
H 5.7561 1.5704 -0.4524 0.448
H 4.3961 -4.8856 0.9556 0.389
H -3.4279 1.6354 1.3626 0.283
H -5.2419 0.4344 1.1636 0.355
H 3.9481 4.6114 4.2996 0.666
H -1.1569 4.1914 -5.5694 0.390
H -2.6729 5.0324 -0.0334 0.482
H 4.3981 0.4704 2.0946 0.138
H 4.5781 -3.9746 -0.4624 0.476
H -4.5009 3.4214 -2.0144 0.232
H 3.9811 -0.8986 -0.1314 -0.136
H 2.7021 -5.4206 -1.7614 0.599
H -0.7149 2.9334 -3.1984 0.216
H 2.8681 -6.3646 -0.4834 0.551
H -3.2049 4.6734 -2.4694 0.328
H 5.2761 3.2424 1.4126 0.416
H -4.3139 3.8464 2.8606 0.329
H -5.6569 1.9574 2.1726 0.164
H 2.1571 -0.7816 2.1496 0.041
H 0.4901 -4.6936 3.2076 0.030
H 2.0081 0.8064 3.2096 -0.008
H -2.0029 2.8954 2.2356 0.014
H 2.9091 4.5854 3.1486 0.265
H -1.5049 4.5654 1.7336 0.160
H -1.8409 -1.8086 0.0826 0.755
H 3.6831 2.2714 3.7356 0.224
H -0.0989 -4.1066 -1.0864 -0.381
H 5.7731 -0.0626 -0.1424 0.533
H -3.8479 1.7474 -0.6344 -0.241
H -6.2199 1.6894 0.1456 0.295
H -1.5889 -6.3566 -2.4754 0.356
H 1.0201 0.5244 1.9726 0.317
H -1.0549 -2.3836 4.5086 0.385
H -1.6919 -0.5456 1.0796 0.780
H 1.0851 0.6014 -2.3804 0.239
H 1.9601 -4.3336 0.9606 0.066
H -1.6439 -0.7856 -5.0314 0.525
H -2.4719 2.8694 -3.7964 -0.181
H -0.3769 -0.2276 3.4506 0.800
H -3.7229 -0.5516 -5.4394 0.432
H -2.2689 -2.0446 1.6936 0.467
H 1.4821 -3.4116 4.0446 0.192
H -4.7219 5.1154 -1.6944 0.396
H -2.1169 1.1304 -2.1294 -0.146
H -4.1419 1.0354 -4.6574 0.272
H -3.8829 -0.2746 -3.8594 0.448
H 0.0711 1.9154 -1.7064 0.185
H 0.4951 -6.2646 -0.1244 0.184
H -1.7739 2.7944 -6.1764 0.427
H 3.1581 0.8934 -0.1564 0.150
H 4.6901 5.0664 2.7946 0.223
H 2.0381 -3.5206 -0.5004 0.011
H -1.4479 -3.4346 3.1916 0.327
H 3.5691 2.8544 1.4466 0.156
H 0.4771 -4.6146 -2.7044 0.329
H 0.7521 -0.7786 4.3676 0.517
H 6.1791 1.1304 2.1926 0.294
H 0.9181 -7.0246 -1.6694 0.392
H -0.2839 2.9164 -5.6724 0.610
H -2.0719 -4.5616 -2.6954 0.302
H -2.1519 4.2524 3.5036 0.322
```

***

The following is a quantum chemistry calculation of a cluster of 4 separate species, C30H74IN10O9P3 in total at a distorted geometry, from the Open Molecules 2025 dataset.

Gap between HOMO and LUMO: 5.24 eV
Calculated total energy: -3733.34918 Ha
Max |F|: 8.18 eV/Å
Total charge: 0

Geometry as XYZ:
```
127
Properties=species:S:1:pos:R:3:mulliken_charge:R:1
I -0.1867 -2.7875 4.1921 0.093
P 3.6919 5.1422 1.5410 0.878
P -6.8521 -2.2817 3.0101 0.998
P 2.8438 -0.5443 -6.3132 0.857
O -5.6846 -2.4910 2.0230 -0.858
O 4.6612 -1.8848 0.0753 -0.157
O -1.9152 -0.9821 -1.5574 -0.511
O -0.3841 1.8842 -0.1956 -0.529
O 4.4638 3.8801 1.9756 -0.837
O 2.5969 -1.9908 -5.8399 -0.873
O -2.6113 1.5405 -0.5629 -0.749
O 1.4881 -3.1723 -0.3091 -0.305
O 1.6902 -1.1252 1.1047 -0.237
N 3.3090 5.5962 3.1577 0.108
N 2.4106 4.1976 0.8639 0.354
N -1.5603 -1.4432 0.6778 0.202
N -6.7830 -3.9335 3.5274 0.118
N 2.8604 6.6200 0.9767 0.034
N 2.9342 0.0806 -4.7124 0.470
N 1.2278 -0.4069 -6.9200 0.204
N 3.1835 1.0992 -6.9261 0.027
N -5.9253 -1.2866 4.0650 0.155
N -8.2583 -2.0329 4.0831 -0.017
C -0.5536 -2.2458 1.0732 -0.531
C 6.5238 -1.4394 1.6341 -0.905
C 4.4654 1.0917 -7.6521 -1.126
C -1.3251 1.0174 -0.3769 -0.375
C 2.5171 1.4006 -4.2649 -0.879
C 2.8776 3.2282 -0.1369 -1.381
C 4.4542 6.1448 3.8877 -1.095
C 4.1853 -0.2608 -4.0307 -1.261
C 3.9386 -2.9665 -0.5660 -0.547
C 2.1096 6.2807 3.6107 -0.873
C -5.6982 0.0618 3.5338 -1.247
C 0.3759 -1.1219 -0.8893 -0.829
C -6.9054 -4.8889 2.4179 -1.095
C 0.8793 -2.0594 0.3636 1.519
C 1.4523 3.5214 1.7345 -0.467
C -1.0150 -3.2631 2.2286 -0.845
C -1.1719 -5.1716 0.3226 -0.838
C -8.8876 -3.0800 4.8835 -0.911
C 3.8342 7.5010 0.3097 -1.122
C 0.1052 -0.2547 -5.9983 -1.100
C 1.6245 6.6310 0.1979 -0.890
C 0.8854 -1.4602 -7.8851 -1.162
C 5.9544 -2.4303 0.4830 -0.332
C -9.3145 -1.3200 3.3426 -1.108
C 2.2361 1.9171 -7.6787 -0.930
C -6.0519 -1.1917 5.5105 -0.843
C -1.0533 -0.5663 -0.4257 1.501
C -5.7034 -4.3841 4.3967 -0.901
C 2.7416 -3.5896 0.3062 -0.217
C -0.7052 -4.8144 1.8188 -0.533
H -4.8730 0.5608 4.0499 0.360
H -1.3746 -5.4372 2.5295 0.455
H 4.6631 7.1761 3.5752 0.344
H -5.1514 -0.7383 5.9387 0.351
H 2.1395 7.3580 3.4032 0.313
H 3.5030 -2.5437 -1.5552 0.061
H 3.6454 3.6779 -0.7790 0.368
H 0.6263 -2.4028 -7.3918 0.341
H -5.9625 -5.0127 1.8746 0.271
H 5.8178 -3.4923 0.8968 0.319
H 0.0417 -1.1497 -8.5065 0.352
H -9.3000 -3.8856 4.2691 0.303
H -6.1508 -2.1596 5.9958 0.203
H -4.7239 -4.0278 4.0577 0.079
H 1.3775 -1.2186 2.0461 0.312
H 3.2475 2.1785 -4.5206 0.244
H 2.3961 1.4091 -3.1762 0.331
H 4.8278 2.1071 -7.8353 0.355
H -0.6820 -4.5279 -0.4868 0.174
H 4.6293 -3.8398 -0.8935 0.368
H -5.6674 -5.4747 4.4618 0.415
H 6.5529 -1.9480 2.6593 0.272
H 0.3791 -5.0978 2.0444 0.295
H -9.7085 -2.6609 5.4767 0.384
H 1.3431 2.1402 -7.0935 0.261
H -5.8652 -4.0540 5.4221 0.258
H -2.4951 -1.4978 1.1242 -0.032
H 3.4298 8.5067 0.1632 0.352
H 0.2946 -1.6894 -1.8875 0.182
H 0.8454 2.8033 1.1770 -0.067
H 5.2335 0.5828 -7.0598 0.362
H 1.7354 6.1338 -0.7701 0.283
H 4.4545 -1.3064 -4.2007 0.394
H 0.0600 0.7603 -5.6056 0.239
H 1.9412 2.9906 2.5598 0.290
H 6.6387 -2.4818 -0.4421 0.294
H -7.6688 -4.5550 1.7055 0.366
H -2.6569 -1.4907 -1.1501 0.325
H 1.7266 -1.6492 -8.5627 0.366
H -2.1674 -3.2119 2.3422 0.301
H 2.8164 -3.4080 1.4310 0.287
H -8.1948 -3.4999 5.6140 0.255
H 5.9080 -0.4636 1.6263 0.175
H 4.7335 7.6075 0.9261 0.360
H 3.3019 2.3307 0.3254 0.441
H 1.3062 7.6629 0.0074 0.372
H 1.1987 5.8834 3.1702 0.204
H 0.7329 4.2295 2.1448 0.146
H 5.3553 5.5530 3.7091 0.305
H 4.3748 0.5667 -8.6095 0.356
H 2.0546 2.9271 -0.7895 0.361
H 4.2817 6.1338 4.9682 0.337
H -10.0871 -0.9380 4.0155 0.360
H 7.5948 -1.1730 1.3243 0.291
H -0.8518 -0.3960 -6.5071 0.389
H -9.7816 -1.9704 2.5953 0.358
H 1.9435 1.4540 -8.6257 0.301
H -2.3154 -5.0897 0.1658 0.243
H -8.8930 -0.4545 2.8200 0.367
H -5.4298 0.0287 2.4750 0.395
H -6.5991 0.6799 3.6314 0.328
H 2.6782 2.8935 -7.9086 0.385
H 1.9913 6.1579 4.6929 0.366
H 4.0973 -0.1327 -2.9475 0.291
H -0.8258 -6.2569 0.1211 0.346
H 0.7988 6.1755 0.7461 0.249
H 5.0138 0.3610 -4.3927 0.311
H 1.5544 1.7043 -4.6679 0.209
H 2.7987 -4.7400 0.1651 0.298
H -6.9069 -0.5756 5.8155 0.299
H -7.2238 -5.8664 2.7885 0.361
H 1.2043 -0.3145 -0.9523 0.046
H 4.1371 7.0929 -0.6610 0.350
H 0.1548 -0.9591 -5.1609 0.313
```

***

Among the records above, which one has the highest calculated total energy? C30H73N3